A gas-phase ion, C4H12N3 (charge +1), computed with wB97M-V/def2-TZVPD.

SMILES string: C/C(N)=[N+](/C)CN
Total charge: +1
LUMO energy in hartree: -0.1240
DFT total energy in eV: -8805.6428
HOMO-LUMO gap in Eh: 0.382
ΔE to the lowest compared entry with this formula, charge and spin in kcal/mol: 48.2

Element x y z (Å)
C: 0.01882 -1.70134 -0.94786
C: 0.15681 -0.22126 -0.90211
N: 0.68402 0.35942 -2.03095
N: -0.31315 0.51016 0.15433
C: -0.15554 1.96892 0.12141
C: -0.79556 -0.21252 1.32650
N: 0.21042 -0.76993 2.14229
H: 0.37071 -2.13140 -1.93883
H: 0.73402 -2.02000 -0.14763
H: -0.94372 -2.17119 -0.57133
H: 0.97862 -0.26098 -2.82402
H: 0.91426 1.35866 -2.24429
H: -0.77258 2.57603 0.86952
H: -0.28317 2.39960 -0.85118
H: 0.80651 2.27265 0.36249
H: -1.48699 0.54872 2.00943
H: -1.49206 -1.08108 0.94721
H: 0.75375 -1.43956 1.84414
H: 0.66815 0.03306 2.57994

Here are the Mulliken charges for atoms 1 to 6, given in e:
1. C -1.26
2. C 1.01
3. N -0.40
4. N 0.19
5. C -1.12
6. C -0.61

2 unconnected molecules or ions with the total composition C4H12N3, computed with wB97M-V/def2-TZVPD.

Total charge: +1
LUMO energy in hartree: -0.1264
DFT total energy in eV: -8805.8534
HOMO-LUMO gap in Eh: 0.317
ΔE to the lowest compared entry with this formula, charge and spin in kcal/mol: 43.4

Element x y z (Å)
C: 2.36162 -0.00074 -0.04240
N: 1.52607 1.20995 0.28118
C: 0.42040 1.44816 -0.35816
N: -0.39368 2.45339 -0.08882
H: 1.76496 -0.95327 0.09307
H: 3.16142 0.03327 0.69947
H: 2.76538 0.04569 -1.01981
H: 1.89942 1.87498 0.94492
H: 0.08589 0.75320 -1.21560
H: -0.39715 2.78004 0.85473
H: -1.27195 2.52355 -0.58170
C: -1.66049 -1.13964 -1.05663
C: -1.66299 -1.14344 0.27797
N: -0.90006 -2.05626 1.06368
H: -1.41700 -1.95547 -1.73235
H: -2.03652 -0.21496 -1.49186
H: -2.23213 -0.43033 0.88285
H: -0.61702 -2.90801 0.57636
H: -1.39617 -2.32011 1.91313

Here are the Mulliken charges for atoms 1 to 6, given in e:
1. C -0.77
2. N -0.17
3. C 0.13
4. N -0.38
5. H 0.27
6. H 0.31

A gas-phase ion, C4H12N3 (charge +1), computed with wB97M-V/def2-TZVPD.

SMILES string: N/C=C(\[NH3+])CCN
Total charge: +1
LUMO energy in hartree: -0.1094
DFT total energy in eV: -8806.2595
HOMO-LUMO gap in Eh: 0.341
ΔE to the lowest compared entry with this formula, charge and spin in kcal/mol: 34.0

Element x y z (Å)
N: -0.42873 1.82667 -2.25908
C: -0.11796 1.73539 -0.94332
C: 0.16401 0.55419 -0.34739
N: -0.10139 -0.73390 -1.09711
C: 0.70728 0.32594 1.02156
C: -0.19627 -0.59167 1.88546
N: -0.13755 -1.92466 1.25549
H: -0.55720 2.74318 -2.65815
H: -0.37170 1.07277 -2.92056
H: 0.02052 2.70306 -0.47788
H: 0.64768 -0.99837 -1.74058
H: -0.93433 -0.91324 -1.66450
H: -0.17072 -1.46866 -0.22821
H: 0.82254 1.31538 1.46799
H: 1.74311 0.00334 1.07516
H: -1.19901 -0.19948 1.75244
H: 0.13573 -0.55541 2.92148
H: 0.79414 -2.26018 1.46728
H: -0.82015 -2.63435 1.48990

Here are the Mulliken charges for atoms 1 to 6, given in e:
1. N -0.39
2. C -0.15
3. C 0.20
4. N -0.37
5. C -0.94
6. C -0.61

2 unconnected molecules or ions with the total composition C4H12N3, computed with wB97M-V/def2-TZVPD.

Total charge: +1
LUMO energy in hartree: -0.1528
DFT total energy in eV: -8806.1532
HOMO-LUMO gap in Eh: 0.269
ΔE to the lowest compared entry with this formula, charge and spin in kcal/mol: 36.5

Element x y z (Å)
N: 0.37672 -1.75397 1.27135
C: 0.35569 -2.23471 0.05506
N: 1.41161 -2.71789 -0.55186
H: 1.16986 -1.79684 1.89739
H: -0.49656 -1.40164 1.63039
H: -0.53843 -2.06527 -0.53089
H: 1.34268 -2.97894 -1.52149
H: 2.33813 -2.64350 -0.15161
C: -0.94284 1.95427 0.99633
C: -0.49809 1.61504 -0.39587
C: -1.27137 1.69496 -1.47681
N: 0.86790 1.25066 -0.46043
H: -0.16959 2.50394 1.53013
H: -1.19668 1.06404 1.58015
H: -1.84449 2.56241 0.98018
H: -0.85789 1.45732 -2.44848
H: -2.30326 1.99376 -1.42705
H: 1.15726 0.72086 0.34761
H: 1.09936 0.77551 -1.32410

Here are the Mulliken charges for atoms 1 to 6, given in e:
1. N -0.33
2. C 0.28
3. N -0.33
4. H 0.24
5. H 0.25
6. H 0.34

A gas-phase ion, C4H12N3O (charge -2), computed with wB97M-V/def2-TZVPD.

Total charge: -2
2S+1: 2
LUMO energy (spin up / spin down) in hartree: 0.2624 / 0.2601
DFT total energy in eV: -10853.7090
HOMO-LUMO gap (spin up / spin down) in Eh: 0.105 / 0.264
ΔE to the lowest compared entry with this formula, charge and spin in kcal/mol: 63.2
⟨S²⟩: 0.751

Element x y z (Å)
C: -1.09576 -0.30052 0.13733
N: -1.01155 0.83424 -0.76808
C: -0.35170 0.29729 -2.09561
O: -1.05827 -0.69515 -2.56991
C: 0.07061 -1.25508 0.27970
N: 0.77268 -1.01092 1.60156
C: 1.60255 0.32116 1.71113
N: 1.05966 1.63778 1.53152
H: -1.94251 -0.85470 -0.29412
H: -1.44382 -0.01638 1.18783
H: -1.83654 1.24407 -1.04302
H: 0.75899 -0.10005 -1.82142
H: -0.45725 1.24955 -2.77260
H: 0.84737 -1.28480 -0.62879
H: -0.19750 -2.25150 0.35711
H: 0.20011 -1.20307 2.37295
H: 2.42209 0.29281 0.86767
H: 2.11658 0.24715 2.76372
H: 0.67134 1.83053 0.57843
H: 0.22749 1.80275 2.24112

Here are the Mulliken charges for atoms 1 to 6, given in e:
1. C -1.55
2. N -0.26
3. C -0.46
4. O -0.82
5. C -0.87
6. N -0.56

2 unconnected molecules or ions with the total composition C4H12N3O, computed with wB97M-V/def2-TZVPD.

Total charge: +1
LUMO energy in hartree: -0.1129
DFT total energy in eV: -10852.1779
HOMO-LUMO gap in Eh: 0.362
ΔE to the lowest compared entry with this formula, charge and spin in kcal/mol: 67.2

Element x y z (Å)
C: -0.02078 0.49099 -1.81398
C: 2.46805 -0.75882 0.98707
C: -2.46230 -0.37440 0.32934
C: -0.08602 -0.60337 0.64045
N: -0.51998 1.47710 -2.54159
N: 1.09560 -0.23206 1.16669
N: -1.24971 -0.15986 1.04525
O: 1.34344 0.47518 -2.01009
H: 3.06695 -0.42627 0.08454
H: 2.99161 -0.62544 1.88760
H: 2.38132 -1.77593 0.78207
H: -2.85348 -1.46515 0.46233
H: -3.27838 0.18780 0.78950
H: -2.26236 -0.19703 -0.71524
H: -0.14806 -1.54117 0.10038
H: -1.54896 1.55635 -2.64336
H: -0.05642 2.09180 -3.26417
H: 0.92167 0.44612 1.81633
H: 1.77490 -0.27147 -1.54497
H: -1.21556 0.57981 1.71539

Here are the Mulliken charges for atoms 1 to 6, given in e:
1. C -0.08
2. C -0.87
3. C -0.76
4. C 0.09
5. N -0.22
6. N -0.14

A gas-phase ion, C4H12N3O3 (charge +1), computed with wB97M-V/def2-TZVPD.

Total charge: +1
2S+1: 3
LUMO energy (spin up / spin down) in hartree: -0.0963 / -0.3136
DFT total energy in eV: -14937.1460
HOMO-LUMO gap (spin up / spin down) in Eh: 0.190 / 0.213
ΔE to the lowest compared entry with this formula, charge and spin in kcal/mol: 139.5
⟨S²⟩: 2.012

Element x y z (Å)
C: 1.62770 0.01641 -0.47917
C: 0.68313 -0.20998 1.84875
C: -1.96837 -2.13047 -0.49620
C: -1.19502 2.20729 -0.42732
N: 2.90523 0.05123 -0.21386
N: 0.69973 -0.11184 0.41998
N: -0.62045 -0.07160 -0.19397
O: 1.31199 0.18841 -1.72112
O: -1.22117 -1.28071 0.29210
O: -1.25923 1.06986 0.43233
H: 1.51090 -1.00855 2.00709
H: 0.83055 0.78115 2.34307
H: -0.28536 -0.51503 2.37719
H: -3.03922 -1.77497 -0.65925
H: -1.89581 -3.17515 -0.11558
H: -1.71845 -2.28482 -1.62258
H: -1.69347 3.11332 0.01456
H: -1.59120 2.19238 -1.39257
H: -0.13762 2.50064 -0.47691
H: 3.23819 -0.05252 0.74354
H: 3.51862 0.40383 -0.87369
H: 0.29935 0.09113 -1.80636

Here are the Mulliken charges for atoms 1 to 6, given in e:
1. C 0.64
2. C -0.90
3. C -0.62
4. C -0.61
5. N -0.39
6. N 0.18

2 unconnected molecules or ions with the total composition C4H12N3S, computed with wB97M-V/def2-TZVPD.

Total charge: +1
LUMO energy (spin up / spin down) in hartree: -0.1717 / -0.1718
DFT total energy in eV: -19636.8011
HOMO-LUMO gap (spin up / spin down) in Eh: 0.259 / 0.259
ΔE to the lowest compared entry with this formula, charge and spin in kcal/mol: 120.5

Element x y z (Å)
C: 2.13912 0.36947 -0.29297
C: -0.20804 -0.10445 1.85668
C: -1.15084 0.44558 -1.54334
C: -1.84649 -1.17056 -0.05108
N: 2.44077 1.60075 -0.43442
N: -0.20848 0.46745 0.55406
N: -1.00844 -0.07208 -0.24713
S: 3.23819 -0.89474 -0.04807
H: 0.11332 0.60894 2.57906
H: -1.29331 -0.38106 2.18942
H: 0.42424 -0.93956 2.26874
H: -2.19239 1.08991 -1.64997
H: -0.30155 1.04935 -1.88387
H: -1.09929 -0.29708 -2.29596
H: -1.40298 -2.23306 -0.06526
H: -2.54777 -1.08474 0.73411
H: -2.52604 -1.20252 -0.89992
H: 1.77896 2.38131 -0.63198
H: 3.42267 2.09800 -0.44255
H: 2.22834 -1.73092 0.30446

Here are the Mulliken charges for atoms 1 to 6, given in e:
1. C 0.10
2. C -0.81
3. C -1.00
4. C -1.06
5. N -0.31
6. N -0.32